# C4BrClF4O

A single C4BrClF4O molecule (ωB97M-V with the def2-TZVPD basis set, the Open Molecules 2025 dataset).

The calculation puts the energy above the lowest of the compared OMol25 structures with the same formula, charge and spin at 0.000 eV. For the HOMO energy, the calculation gives -9.73 eV. The calculation puts the energy at -99627.396 eV. The HOMO-LUMO gap comes out at 9.044 eV.

The geometry in ORCA input format:
```
! wB97M-V def2-TZVPD RIJCOSX def2/J DEFGRID3
* xyz 0 1
C 0.8741 0.1408 -0.7658
C -0.2922 1.0354 -0.2197
C 0.4828 -1.2144 -0.2115
C -0.6716 0.1703 0.9907
O 1.8690 0.4665 -1.3200
F 0.0986 2.2863 0.0904
F -1.3208 1.1324 -1.0812
F -1.9319 -0.1573 1.1896
F -0.0438 0.4268 2.1258
Cl 1.6919 -2.1701 0.5284
Br -0.7561 -2.1167 -1.3267
*
```


# C8H15NO

A 3-piece molecular cluster, C8H15NO overall (ωB97M-V with the def2-TZVPD basis set, the Open Molecules 2025 dataset).

The calculation puts the energy above the lowest of the compared OMol25 structures with the same formula, charge and spin at 5.790 eV. For the HOMO energy, the calculation gives -6.93 eV. The calculation puts the energy at -12071.744 eV. The HOMO-LUMO gap comes out at 6.115 eV.

The geometry in ORCA input format:
```
! wB97M-V def2-TZVPD RIJCOSX def2/J DEFGRID3
* xyz 0 1
C 1.0823 -1.1028 -0.2332
C 0.1512 0.7201 -1.2238
C 0.2768 -1.3383 0.8547
C 0.9756 -2.0420 -1.4175
C 2.4681 -0.5460 0.0131
N 0.2175 1.7722 -0.4454
H 1.0428 2.3549 -0.4917
H -0.8310 1.9673 0.2272
H -0.8345 0.2812 -1.3041
H 0.7865 0.6393 -2.1038
H 0.5734 -1.0346 1.8485
H -0.5393 -2.0460 0.8037
H -1.1772 -0.0372 1.2941
H -0.0503 -2.3732 -1.5736
H 1.6020 -2.9255 -1.2650
H 1.3226 -1.5651 -2.3341
H 3.1579 -1.3382 0.3132
H 2.8747 -0.0955 -0.8940
H 2.4454 0.2166 0.7903
C -1.9875 0.6177 1.7586
C -3.0798 2.3811 0.3047
C -2.1406 1.8456 0.9864
O -3.8248 2.8544 -0.4836
H -2.8825 -0.0066 1.8009
H -1.6294 0.8004 2.7745
*
```


# C3H10NOS2

C3H10NOS2 as an isolated structure (ωB97M-V with the def2-TZVPD basis set, the Open Molecules 2025 dataset).

The calculation puts the energy above the lowest of the compared OMol25 structures with the same formula, charge and spin at 1.715 eV. For the HOMO energy (spin up / spin down), the calculation gives -8.99 / -13.25 eV. The calculation puts the energy at -28468.256 eV. The HOMO-LUMO gap (spin up / spin down) comes out at 5.718 / 5.846 eV.

The geometry in ORCA input format:
```
! wB97M-V def2-TZVPD RIJCOSX def2/J DEFGRID3
* xyz 1 3
C 1.6603 -0.9600 0.7395
C -0.7665 0.5529 0.4157
C -0.0755 -0.6640 -0.1760
N -0.2809 1.7655 -0.3010
O 0.1557 -0.4432 -1.5119
S -2.6145 0.5655 0.1475
S -0.9211 -2.2367 0.2141
H 1.5852 -0.4531 1.6877
H 2.3871 -0.5280 0.0708
H 1.7358 -2.0287 0.8341
H -0.5902 0.6304 1.4904
H -0.9103 2.5595 -0.1255
H 0.6851 2.0074 -0.0467
H -0.3045 1.5234 -1.3101
H 0.5020 -1.2412 -1.9337
H -2.8731 -0.3642 1.0608
H -1.7787 -2.1904 -0.8082
*
```


# C4H4N2

A single C4H4N2 molecule (ωB97M-V with the def2-TZVPD basis set, the Open Molecules 2025 dataset).

The calculation puts the energy above the lowest of the compared OMol25 structures with the same formula, charge and spin at 2.481 eV. For the HOMO energy, the calculation gives -9.63 eV. The calculation puts the energy at -7190.207 eV. The HOMO-LUMO gap comes out at 10.361 eV. The SMILES is N#C[C@@H]1C=C1N.

The geometry in ORCA input format:
```
! wB97M-V def2-TZVPD RIJCOSX def2/J DEFGRID3
* xyz 0 1
N 0.6759 -2.8314 -0.2101
C 0.7183 -1.7242 0.1287
C 0.7542 -0.3123 0.5113
C -0.4148 0.3168 1.2468
C -0.3051 0.6216 -0.0014
N -0.7249 1.2773 -1.1347
H 1.7729 0.0577 0.6405
H -0.9290 0.3694 2.1928
H -1.5543 0.8745 -1.5488
H 0.0069 1.3506 -1.8252
*
```


# C5H6O2

C5H6O2 as an isolated structure (ωB97M-V with the def2-TZVPD basis set, the Open Molecules 2025 dataset).

The calculation puts the energy above the lowest of the compared OMol25 structures with the same formula, charge and spin at 5.504 eV. For the HOMO energy, the calculation gives -10.05 eV. The calculation puts the energy at -9371.592 eV. The HOMO-LUMO gap comes out at 9.816 eV.

The geometry in ORCA input format:
```
! wB97M-V def2-TZVPD RIJCOSX def2/J DEFGRID3
* xyz 0 1
C -1.8937 -0.3996 -0.2381
C -0.6825 -0.0635 0.6038
O 0.2868 -1.2028 0.4390
C 1.4564 -0.6918 0.0134
O 2.4663 -1.2829 -0.2351
C 1.0765 0.7256 -0.0365
C -0.0395 1.2770 0.2363
H -2.2758 -1.3860 0.0392
H -2.6709 0.3516 -0.0798
H -1.6250 -0.4112 -1.2982
H -0.9141 -0.0563 1.6717
H 2.5115 1.6254 -0.1913
H 2.3041 1.5146 -0.9243
*
```


# C24H35BINO8PS

C24H35BINO8PS as an isolated structure (ωB97M-V with the def2-TZVPD basis set, the Open Molecules 2025 dataset).

For the HOMO energy, the calculation gives -11.42 eV. The calculation puts the energy at -72217.357 eV. The HOMO-LUMO gap comes out at 8.310 eV.

The geometry in ORCA input format:
```
! wB97M-V def2-TZVPD RIJCOSX def2/J DEFGRID3
* xyz 1 1
C -1.6647 1.0042 -0.8100
C -0.8500 0.1315 -0.7483
N 0.2490 -0.8218 -0.6856
C 0.0334 -1.7225 -1.8908
C -1.0027 -1.2786 -2.9602
C -0.8443 -2.3410 -4.1492
C -0.8343 -1.6271 -5.5471
O -0.2711 -2.4929 -6.5494
C 0.3175 -1.7453 -7.5579
O -0.3088 -1.2136 -8.4214
C 0.0784 -1.4891 0.6641
P 0.8287 -3.2051 0.9930
O 1.5927 -3.9515 -0.2820
O -0.3152 -4.2212 1.6772
C 0.4322 -0.6357 1.9242
C -0.8571 -0.5666 2.8708
C -2.0346 0.2415 2.3188
C -2.1800 1.6642 2.3755
C -3.2967 2.3789 1.8817
C -4.3889 1.6644 1.3033
C -4.2918 0.2440 1.2324
C -5.4925 -0.5511 0.6383
C -3.1429 -0.4623 1.7248
B 1.5055 -1.4705 2.8685
O 1.0569 -2.2099 4.0029
O 2.8858 -1.4322 2.6639
C 1.1074 0.7673 1.7216
C 1.5170 1.2179 0.2582
C 2.9375 1.9014 0.3651
C 2.8047 3.4034 0.8095
O 2.1403 3.5547 2.0680
C 3.0147 3.6376 3.1539
C 3.9896 4.8465 3.3029
O 2.9447 2.7688 3.9750
C 1.4925 0.0482 -0.8074
S 1.5640 0.9511 -2.4321
I 3.3602 -1.0345 -0.6704
H -2.4889 1.7117 -0.8676
H -0.2841 -2.7538 -1.6124
H 1.0022 -1.8652 -2.4218
H -2.0613 -1.4046 -2.6442
H -0.8109 -0.3018 -3.4377
H 0.0676 -2.9651 -4.0249
H -1.7405 -3.0026 -4.1714
H -1.8930 -1.4114 -5.8270
H -0.2666 -0.6700 -5.5081
H 1.4286 -1.6019 -7.5599
H -1.0325 -1.6506 0.7363
H 1.0198 -4.6801 -0.5966
H -0.5861 -4.8874 1.0134
H -0.5756 -0.2198 3.8854
H -1.2092 -1.6213 2.9770
H -1.3514 2.2409 2.8352
H -3.2803 3.4817 1.9676
H -5.2475 2.2492 0.9370
H -5.0984 -1.2525 -0.1237
H -5.9647 -1.0989 1.4853
H -6.2370 0.1346 0.1930
H -3.1752 -1.5613 1.6234
H 1.1844 -1.6167 4.7632
H 3.2804 -2.3133 2.6746
H 2.0209 0.8856 2.3491
H 0.4170 1.5502 2.1089
H 0.8468 2.0628 -0.0324
H 3.4319 1.9605 -0.6349
H 3.6069 1.3810 1.0799
H 3.7898 3.9253 0.7710
H 2.1713 3.9029 0.0402
H 4.1003 5.3432 2.3164
H 4.9638 4.4150 3.5980
H 3.5771 5.5492 4.0579
H 2.3172 0.1318 -3.2322
*
```


# C3H5CoO4

C3H5CoO4 as an isolated structure (ωB97M-V with the def2-TZVPD basis set, the Open Molecules 2025 dataset).

The calculation puts the energy above the lowest of the compared OMol25 structures with the same formula, charge and spin at 1.693 eV. For the HOMO energy (spin up / spin down), the calculation gives -11.58 / -15.22 eV. The calculation puts the energy at -48994.816 eV. The HOMO-LUMO gap (spin up / spin down) comes out at 8.358 / 5.823 eV.

The geometry in ORCA input format:
```
! wB97M-V def2-TZVPD RIJCOSX def2/J DEFGRID3
* xyz 1 6
O -0.9848 -0.9857 -0.6090
C -1.2317 -0.9148 0.6195
C 0.7015 0.3437 -0.7399
O -1.9855 -1.6624 1.2917
O -0.3907 -0.1603 1.3348
C 0.2144 0.9048 0.5931
Co -2.7994 -3.1756 0.9455
H 0.1078 0.7361 -1.5794
H 1.3140 -0.5600 -0.6016
H -0.5390 1.6852 0.4345
H 1.0467 1.2778 1.1990
O 2.0939 1.3889 -1.0194
H 2.4527 1.1223 -1.8687
*
```


# C24H28BCl5FeN6O

C24H28BCl5FeN6O as an isolated structure (ωB97M-V with the def2-TZVPD basis set, the Open Molecules 2025 dataset).

The calculation puts the energy above the lowest of the compared OMol25 structures with the same formula, charge and spin at 2.779 eV. For the HOMO energy (spin up / spin down), the calculation gives -11.78 / -11.77 eV. The calculation puts the energy at -134000.945 eV. The HOMO-LUMO gap (spin up / spin down) comes out at 7.003 / 5.635 eV.

The geometry in ORCA input format:
```
! wB97M-V def2-TZVPD RIJCOSX def2/J DEFGRID3
* xyz 1 6
Fe 0.0180 -0.1425 0.3904
C 3.6373 0.7725 0.8101
C 3.4744 0.3925 2.2762
C 4.0367 -1.0077 2.5485
C 2.0882 0.5184 2.8458
C 1.8618 0.7353 4.2074
C 0.4945 0.7478 4.3600
N -0.0595 0.5525 3.1615
N 0.9071 0.4155 2.2110
B -1.5355 0.5027 2.7849
N -1.7911 1.5228 1.6527
C -2.5592 2.6066 1.7055
C -2.6124 3.1638 0.4497
C -1.8274 2.3525 -0.3701
N -1.3094 1.3518 0.3835
C -1.8166 2.5751 -1.8674
C -0.7963 1.8463 -2.7259
C -3.2288 2.2657 -2.3952
N -1.9089 -0.8860 2.2130
C -2.7030 -1.8374 2.7041
C -2.8169 -2.8442 1.7703
C -2.0428 -2.4441 0.6786
N -1.4860 -1.2550 0.9770
C -1.9979 -3.1493 -0.6521
C -1.2664 -2.4084 -1.7641
C -3.4447 -3.4195 -1.0971
H 4.6871 0.9805 0.6032
H 3.0583 1.6577 0.5491
H 3.3346 -0.0598 0.1736
H 4.0650 1.1004 2.8656
H 3.4595 -1.7628 2.0149
H 4.0105 -1.2471 3.6111
H 5.0723 -1.0664 2.2121
H 2.6112 0.8751 4.9662
H -0.1248 0.8868 5.2294
H -2.2184 0.7509 3.7312
H -3.0261 2.8965 2.6309
H -3.1637 4.0359 0.1470
H -1.6392 3.6466 -2.0005
H -0.8491 0.7673 -2.5922
H 0.2132 2.1924 -2.5288
H -1.0158 2.0472 -3.7743
H -3.4345 1.1962 -2.3120
H -3.3010 2.5435 -3.4466
H -4.0035 2.7989 -1.8496
H -3.1479 -1.7221 3.6777
H -3.4067 -3.7388 1.8502
H -1.5095 -4.1144 -0.4863
H -1.4986 -1.3402 -1.7354
H -1.6140 -2.7712 -2.7315
H -0.1887 -2.5334 -1.7250
H -3.9556 -2.4784 -1.3102
H -4.0200 -3.9497 -0.3414
H -3.4450 -4.0211 -2.0053
Cl 4.6836 -1.0612 -5.0266
C 3.6187 -0.5056 -3.8469
C 2.7350 -1.4151 -3.2056
Cl 2.7237 -3.0807 -3.6103
C 1.9239 -0.9249 -2.2511
Cl 1.2765 -1.8991 0.2661
C 1.8859 0.4161 -1.8027
O 1.1242 0.8338 -0.8918
C 2.7781 1.3379 -2.4936
Cl 2.7043 2.9769 -2.0516
C 3.6142 0.8763 -3.4796
Cl 4.6669 1.9477 -4.2876
*
```